Entry 1:
This record from the Open Molecules 2025 dataset describes 14 unconnected molecules or ions with the total composition C34H75N8O6 in a non-equilibrium geometry. The level of theory is ωB97M-V/def2-TZVPD.

Calculated values
* ΔE to the lowest compared entry with this formula, charge and spin: 94.9 kcal per mole
* frontier orbital gap: 0.35237 Eh
* net charge: +1
* highest occupied orbital energy: -11.467 eV

Cartesian coordinates (Å):
C 0.133 1.517 -1.791
C 0.107 0.196 -1.062
C 0.688 0.391 0.325
N 0.550 -0.812 1.230
C 1.248 -1.886 0.704
C -1.009 -1.161 1.374
C -1.055 -1.801 2.790
C 0.287 -1.509 3.513
C 0.934 -0.508 2.603
H -0.279 1.476 -2.732
H 1.209 1.908 -1.684
H -0.613 2.232 -1.243
H 0.903 -0.345 -1.453
H -0.780 -0.377 -1.045
H 0.015 1.246 0.777
H 1.767 0.714 0.235
H 1.325 -2.651 1.289
H 2.323 -1.668 0.615
H 1.049 -2.395 -0.311
H -1.482 -1.787 0.554
H -1.500 -0.100 1.590
H -1.052 -3.025 2.627
H -1.930 -1.582 3.146
H 1.047 -2.283 3.505
H 0.206 -1.081 4.501
H 1.944 -0.588 2.789
H 0.907 0.423 3.037
C 1.362 -6.115 -0.861
C 0.122 -5.237 -0.455
N -0.651 -4.527 -0.204
H 2.180 -5.488 -1.488
H 1.847 -6.541 0.113
H 1.143 -7.019 -1.232
C 2.410 5.768 3.613
C 1.837 4.315 3.548
N 1.491 3.259 3.492
H 2.719 5.946 4.682
H 3.362 6.077 3.036
H 1.822 6.576 3.338
C 5.900 0.392 -0.652
C 4.935 0.070 0.481
N 4.138 -0.122 1.293
H 5.315 0.665 -1.532
H 6.594 0.985 -0.217
H 6.402 -0.372 -0.750
C -2.161 3.674 5.069
C -2.222 2.163 4.602
N -2.238 1.106 4.329
H -1.242 3.836 4.626
H -3.054 4.081 4.702
H -2.079 3.686 6.115
C -1.210 -5.552 4.137
C -2.447 -4.942 4.827
N -3.425 -4.503 5.346
H -1.553 -5.818 3.239
H -0.424 -4.632 3.890
H -0.741 -6.437 4.712
C 2.724 -2.570 6.642
C 2.878 -3.008 7.983
N 2.950 -3.377 9.114
H 2.229 -1.672 6.801
H 3.554 -2.700 6.163
H 2.158 -3.207 6.090
C -4.873 -2.521 3.278
C -4.633 -1.796 1.942
N -4.423 -1.331 0.874
H -4.687 -3.675 3.022
H -4.313 -2.063 4.009
H -6.086 -2.319 3.514
C -2.372 3.268 0.951
C -3.534 2.212 1.018
O -3.037 1.191 0.198
H -2.789 4.163 1.214
H -2.110 3.313 -0.175
H -1.547 2.785 1.384
H -4.434 2.933 0.659
H -3.703 1.961 1.959
H -3.811 0.668 0.126
C 2.716 3.995 0.219
C 3.642 4.196 -1.017
O 3.574 3.165 -1.890
H 3.004 3.185 0.947
H 1.601 4.046 -0.035
H 2.942 4.718 0.708
H 4.564 4.386 -0.762
H 3.380 4.833 -1.751
H 3.727 3.540 -2.943
C -4.248 -1.029 -2.465
C -3.998 0.170 -3.341
O -2.937 -0.208 -4.312
H -4.541 -1.844 -3.086
H -5.098 -0.780 -1.853
H -3.428 -1.133 -1.833
H -3.608 1.066 -2.972
H -5.077 0.241 -3.549
H -2.933 0.578 -4.967
C 4.304 0.873 -4.491
C 3.012 0.251 -3.879
O 1.829 0.415 -4.735
H 4.640 0.312 -5.270
H 5.116 0.766 -3.838
H 4.039 1.894 -4.785
H 2.663 0.935 -3.141
H 3.192 -0.622 -3.440
H 1.384 -0.273 -4.468
C -1.807 2.909 -5.441
C -2.656 2.914 -6.732
O -3.656 2.002 -6.674
H -1.439 1.960 -5.385
H -2.601 2.978 -4.660
H -1.189 3.721 -5.279
H -2.119 2.711 -7.681
H -2.962 3.838 -6.990
H -4.051 2.117 -7.635
C 1.051 -3.311 -4.247
C -0.250 -2.775 -3.510
O -0.484 -1.361 -3.840
H 1.847 -2.685 -3.747
H 1.065 -3.464 -5.218
H 1.187 -4.298 -4.333
H -0.131 -2.854 -2.505
H -1.114 -3.145 -3.938
H -1.374 -1.027 -3.692

These are the Löwdin partial charges, in e, on atoms 1 to 8: C -0.051; C -0.249; C -0.120; N -0.221; C -0.061; C -0.032; C -0.132; C -0.129



Entry 2:
This record from the Open Molecules 2025 dataset describes a molecular structure, C34H76Cl2FN4O11P2S2 in a non-equilibrium geometry. The level of theory is ωB97M-V/def2-TZVPD.

Calculated values
* frontier orbital gap: 0.26830 Eh
* net charge: -1
* highest occupied orbital energy: -5.201 eV

Cartesian coordinates (Å):
C -0.850 0.467 4.383
C -0.089 1.597 3.673
C 1.173 1.127 2.948
Cl 2.392 0.834 4.272
P 1.931 2.177 1.464
C 2.589 0.468 0.812
C 3.442 -0.587 1.530
C 4.880 -0.210 1.791
C 5.814 -1.367 2.163
S 5.394 -2.478 3.479
O 6.567 -3.220 3.823
O 4.173 -3.159 3.201
Cl 5.069 -1.187 5.003
C 0.485 1.898 0.193
C -0.730 1.024 0.474
C -1.437 0.604 -0.812
O -0.638 -0.287 -1.626
C -0.784 -1.614 -1.410
C 0.506 -2.352 -1.220
O -1.862 -2.153 -1.427
C 1.046 3.796 2.023
C 1.104 4.642 3.335
C 1.241 6.146 2.981
C 1.990 4.236 4.521
O 2.684 3.023 -0.018
C 3.703 3.840 0.152
F 3.147 5.211 0.197
C 4.641 4.052 -1.046
C 5.271 2.921 -1.864
C 4.415 1.712 -2.253
C 3.024 2.011 -2.813
N 2.977 1.728 -4.266
C 4.303 3.556 1.591
S 4.345 5.126 2.683
P 6.200 3.339 1.806
N 6.837 2.087 0.843
O 6.136 2.458 3.198
O 3.497 2.634 2.220
H -1.753 0.865 4.843
H -0.228 0.020 5.160
H -1.097 -0.314 3.659
H 0.173 2.329 4.428
H -0.800 2.083 3.007
H 0.981 0.125 2.567
H 3.072 0.663 -0.146
H 1.685 -0.081 0.555
H 3.474 -1.451 0.844
H 2.972 -0.999 2.425
H 5.290 0.140 0.841
H 4.965 0.580 2.530
H 5.898 -2.070 1.328
H 6.796 -0.996 2.460
H 0.988 1.470 -0.672
H 0.142 2.873 -0.165
H -1.496 1.556 1.050
H -0.503 0.110 1.036
H -2.400 0.130 -0.614
H -1.619 1.483 -1.432
H 0.280 -3.370 -0.915
H 1.126 -1.853 -0.481
H 1.058 -2.376 -2.161
H -0.007 3.549 1.888
H 1.248 4.466 1.187
H 0.095 4.586 3.763
H 0.254 6.594 2.838
H 1.736 6.706 3.779
H 1.821 6.299 2.073
H 1.569 3.401 5.074
H 3.008 3.958 4.279
H 2.037 5.073 5.225
H 4.064 4.675 -1.729
H 5.437 4.708 -0.677
H 5.600 3.384 -2.802
H 6.183 2.551 -1.404
H 4.368 1.015 -1.418
H 4.974 1.190 -3.039
H 2.743 3.049 -2.650
H 2.291 1.404 -2.276
H 2.008 1.671 -4.561
H 3.351 0.797 -4.416
H 5.360 5.713 2.046
H 7.016 1.193 1.275
H 7.624 2.406 0.301
H 5.422 2.813 3.748
C -4.067 -7.408 -7.406
O -4.010 -6.040 -7.747
C -5.056 -5.251 -7.193
C -4.513 -4.253 -6.197
N -4.018 -4.923 -5.005
C -3.314 -4.053 -4.064
C -2.007 -3.423 -4.520
O -0.960 -4.357 -4.729
C -0.889 -4.920 -6.021
H -3.271 -7.909 -7.955
H -3.916 -7.575 -6.334
H -5.026 -7.852 -7.694
H -5.805 -5.892 -6.717
H -5.539 -4.713 -8.014
H -5.317 -3.569 -5.909
H -3.741 -3.659 -6.708
H -3.396 -5.670 -5.287
H -3.100 -4.639 -3.168
H -3.992 -3.250 -3.760
H -1.677 -2.769 -3.715
H -2.133 -2.796 -5.413
H -1.237 -4.218 -6.785
H -1.470 -5.844 -6.109
H 0.157 -5.161 -6.218
C -6.272 -1.845 -0.337
O -7.024 -1.277 0.719
C -7.155 -2.117 1.856
C -6.453 -1.519 3.055
N -5.004 -1.541 2.903
C -4.292 -0.809 3.947
C -4.498 0.701 4.008
O -3.962 1.408 2.904
C -4.822 1.509 1.785
H -6.310 -1.145 -1.170
H -5.228 -2.008 -0.064
H -6.702 -2.800 -0.658
H -6.763 -3.117 1.645
H -8.222 -2.208 2.080
H -6.715 -2.104 3.943
H -6.856 -0.505 3.196
H -4.757 -1.159 1.999
H -3.225 -0.992 3.820
H -4.574 -1.242 4.913
H -3.968 1.072 4.888
H -5.556 0.959 4.147
H -5.873 1.536 2.087
H -4.686 0.689 1.075
H -4.581 2.441 1.271

These are the Löwdin partial charges, in e, on atoms 1 to 8: C -0.103; C -0.331; C -0.631; Cl 0.628; P 0.789; C -0.230; C -0.260; C -0.260